Entry 1:
{"formula": "C26H58GaN4", "method": "ωB97M-V with the def2-TZVPD basis set", "species": ["C", "C", "C", "C", "C", "C", "C", "C", "Ga", "N", "H", "H", "H", "H", "H", "H", "H", "H", "H", "H", "H", "H", "H", "C", "C", "N", "C", "C", "C", "C", "H", "H", "H", "H", "H", "H", "H", "H", "H", "H", "H", "H", "H", "H", "H", "C", "C", "N", "C", "C", "C", "C", "H", "H", "H", "H", "H", "H", "H", "H", "H", "H", "H", "H", "H", "H", "H", "C", "C", "N", "C", "C", "C", "C", "H", "H", "H", "H", "H", "H", "H", "H", "H", "H", "H", "H", "H", "H", "H"], "xyz": [[2.63784, -1.21787, 4.54856], [3.24930, 0.32777, 4.69099], [4.73104, 0.53771, 5.38018], [5.34702, 2.08978, 5.46634], [4.50334, 3.39235, 4.93117], [3.00093, 3.15695, 4.23479], [2.39222, 1.62135, 4.11599], [0.94120, 1.38982, 3.38869], [-0.68113, 1.30922, 4.66871], [-0.04116, 1.95877, 6.41906], [3.33253, -1.99567, 5.09234], [1.53821, -1.20096, 5.00389], [2.57282, -1.53394, 3.40480], [5.34984, -0.40024, 5.77996], [6.43259, 2.15807, 5.94213], [4.92953, 4.47977, 5.00590], [2.33849, 4.03144, 3.81700], [1.01770, 0.36730, 2.79132], [0.76958, 2.27992, 2.63752], [-1.19746, -0.22748, 4.73561], [-1.83929, 2.26810, 4.05289], [0.95093, 1.60777, 6.52963], [-0.59956, 1.43637, 7.12961], [-0.11341, -3.70931, 3.74574], [-1.12965, -4.31090, 2.77907], [-2.51900, -4.14067, 3.20914], [-3.46604, -4.97808, 2.46725], [-3.62116, -4.71364, 0.97382], [-2.96056, -2.76485, 3.45515], [-2.82379, -1.76217, 2.31538], [-0.26437, -4.08446, 4.76342], [0.90123, -3.98148, 3.43616], [-0.16683, -2.61653, 3.76520], [-0.90814, -5.38383, 2.71595], [-0.96023, -3.89764, 1.77864], [-4.45482, -4.91637, 2.94122], [-3.16287, -6.02486, 2.59434], [-4.17806, -3.79422, 0.78147], [-4.18877, -5.53002, 0.51389], [-2.65894, -4.65737, 0.45813], [-2.39998, -2.37678, 4.31489], [-4.00291, -2.77042, 3.79778], [-1.84200, -1.80002, 1.83683], [-2.95389, -0.74582, 2.70524], [-3.59009, -1.90852, 1.55190], [1.23930, 1.50229, -2.95620], [1.72454, 2.94231, -2.81476], [1.17201, 3.63461, -1.64870], [1.37405, 5.08602, -1.68218], [2.80879, 5.59942, -1.63454], [1.40063, 3.00139, -0.34672], [2.84232, 2.72502, 0.06353], [0.14558, 1.44960, -2.94272], [1.58237, 1.08578, -3.90921], [1.62937, 0.86077, -2.16014], [1.40912, 3.47204, -3.72256], [2.82009, 2.95226, -2.81207], [0.80537, 5.55131, -0.86593], [0.90876, 5.47083, -2.59828], [3.24366, 5.49308, -0.63853], [2.82394, 6.66825, -1.87446], [3.45608, 5.09593, -2.35738], [0.85724, 2.04822, -0.33247], [0.91714, 3.59502, 0.43925], [3.42311, 2.25166, -0.73206], [2.85367, 2.04244, 0.92134], [3.35676, 3.63533, 0.37691], [-1.69476, 1.37343, -5.42664], [-2.33135, 0.00286, -5.21355], [-2.54709, -0.74214, -6.45560], [-3.43329, -1.89870, -6.29564], [-2.95867, -3.03088, -5.39162], [-1.36490, -0.97116, -7.29126], [-0.17733, -1.68669, -6.65813], [-2.26192, 1.96513, -6.15286], [-1.67996, 1.92788, -4.48229], [-0.66029, 1.29269, -5.77416], [-3.30228, 0.17733, -4.73286], [-1.72646, -0.56551, -4.49842], [-3.67257, -2.31302, -7.28418], [-4.39359, -1.53729, -5.90701], [-2.16542, -3.61717, -5.86009], [-3.78923, -3.71868, -5.19857], [-2.60480, -2.67009, -4.42229], [-1.01544, 0.00169, -7.65931], [-1.65818, -1.51002, -8.20095], [0.08411, -1.28179, -5.67728], [0.70365, -1.57109, -7.30031], [-0.35633, -2.75870, -6.55678]], "atomic_forces_ev_per_a": [[-0.07, 1.23, -0.16], [2.01, 2.33, 0.49], [-2.66, 3.52, -1.86], [-3.05, -0.92, -1.23], [-1.86, -4.11, -0.53], [2.45, -3.73, 1.61], [2.26, 0.76, 0.64], [2.81, 0.04, -0.78], [0.09, 0.27, 0.31], [0.51, -1.19, 0.24], [-1.42, 1.69, -0.94], [2.40, -0.21, -0.99], [0.08, 0.78, 2.39], [-1.50, 2.37, -0.98], [-2.62, 0.18, -1.15], [-0.81, -2.42, -0.11], [1.58, -1.85, 1.00], [-0.13, 2.13, 1.04], [0.48, -1.76, 1.35], [0.03, -0.08, 0.02], [0.12, -0.10, 0.09], [-1.43, 0.48, -0.03], [0.72, 0.54, -0.55], [-0.04, 0.19, -0.02], [-0.12, 0.05, 0.31], [-0.39, -0.42, -0.05], [0.26, -0.04, 0.29], [-0.24, 0.00, -0.33], [0.35, 0.13, 0.37], [-0.20, 0.34, -0.12], [-0.07, 0.07, -0.13], [-0.12, 0.03, -0.02], [-0.02, -0.10, 0.08], [-0.32, 0.03, -0.07], [0.12, 0.06, -0.15], [0.19, 0.19, 0.04], [0.15, 0.09, 0.04], [0.15, -0.04, -0.02], [0.04, 0.03, 0.03], [-0.06, 0.04, 0.08], [0.04, -0.06, -0.19], [0.09, -0.29, -0.13], [-0.04, -0.01, 0.07], [0.12, -0.16, 0.00], [0.10, -0.04, -0.07], [0.03, -0.09, 0.14], [-0.26, 0.00, 0.24], [-0.16, 0.40, -0.07], [-0.25, -0.17, -0.15], [0.25, 0.27, 0.13], [-0.19, -0.38, -0.07], [0.21, -0.06, 0.31], [0.15, 0.05, 0.08], [0.01, 0.07, 0.09], [-0.09, 0.06, -0.07], [0.02, 0.20, 0.23], [0.18, -0.07, -0.09], [0.07, -0.28, -0.02], [0.01, -0.18, -0.04], [0.02, -0.06, -0.14], [-0.01, -0.08, 0.00], [-0.06, -0.01, 0.07], [0.04, 0.12, -0.10], [0.03, 0.09, -0.30], [-0.04, 0.05, -0.03], [-0.03, 0.13, -0.07], [0.05, -0.11, -0.07], [0.09, 0.00, -0.05], [0.01, 0.13, -0.23], [-0.27, -0.24, -0.24], [-0.12, 0.26, -0.03], [0.00, -0.34, 0.09], [-0.07, 0.44, 0.02], [0.31, -0.23, -0.05], [0.06, -0.14, 0.04], [0.01, -0.12, -0.12], [-0.09, 0.05, 0.02], [0.03, -0.28, -0.18], [0.07, 0.01, 0.16], [0.20, 0.17, 0.04], [0.15, 0.14, 0.02], [-0.01, 0.07, 0.11], [0.07, 0.07, -0.01], [-0.01, -0.01, -0.11], [-0.10, -0.03, 0.15], [-0.22, 0.01, 0.24], [-0.07, -0.01, -0.05], [-0.10, 0.00, 0.07], [0.04, 0.10, 0.12]], "lowdin_charge": [-0.130, -0.161, -0.060, -0.124, -0.096, -0.033, -0.180, -0.326, 0.192, -0.204, 0.069, 0.074, 0.079, 0.077, 0.059, 0.059, 0.084, 0.049, 0.034, -0.109, -0.120, -0.048, -0.062, -0.095, -0.273, -0.192, -0.262, -0.100, -0.251, -0.094, 0.082, 0.069, 0.045, 0.112, 0.095, 0.108, 0.103, 0.053, 0.065, 0.066, 0.080, 0.113, 0.069, 0.063, 0.049, -0.095, -0.271, -0.189, -0.256, -0.097, -0.248, -0.082, 0.065, 0.067, 0.068, 0.113, 0.095, 0.113, 0.104, 0.056, 0.067, 0.065, 0.105, 0.111, 0.065, 0.065, 0.056, -0.096, -0.265, -0.192, -0.257, -0.094, -0.252, -0.089, 0.078, 0.069, 0.061, 0.120, 0.098, 0.109, 0.108, 0.054, 0.071, 0.070, 0.101, 0.112, 0.066, 0.072, 0.054], "max_force_ev_per_a": 4.787, "e_above_lowest_kcal_mol": 207.8, "homo_lumo_gap_ev": 6.7, "total_charge": -1, "e_tot_ha": -3168.918631}

Entry 2:
{"formula": "C29H24Cl2N5ORhS", "method": "ωB97M-V with the def2-TZVPD basis set", "species": ["Rh", "C", "C", "C", "C", "C", "C", "N", "C", "C", "C", "C", "C", "N", "C", "C", "C", "C", "C", "C", "N", "H", "H", "H", "H", "H", "H", "H", "H", "H", "H", "H", "H", "H", "H", "H", "Cl", "C", "C", "C", "C", "C", "Cl", "C", "S", "H", "H", "H", "N", "C", "O", "C", "C", "C", "C", "N", "C", "H", "H", "H", "H", "H", "H"], "xyz": [[-0.10259, 0.41903, 0.03585], [-1.62749, 0.16653, 3.06625], [-0.15549, 0.25193, 3.29445], [0.34431, 0.30353, 4.59425], [1.70321, 0.42813, 4.79515], [2.53421, 0.47253, 3.68795], [1.98341, 0.39143, 2.41315], [0.65531, 0.29513, 2.23985], [2.81571, 0.38663, 1.19835], [4.21091, 0.31753, 1.23065], [4.91131, 0.27933, 0.03695], [4.21051, 0.30133, -1.15755], [2.81571, 0.37393, -1.12645], [2.16581, 0.41883, 0.03475], [1.98481, 0.38053, -2.34345], [2.54171, 0.45503, -3.61625], [1.71561, 0.41833, -4.72665], [0.35371, 0.31013, -4.53175], [-0.15099, 0.26653, -3.23285], [-1.62629, 0.20683, -3.01565], [0.65441, 0.29963, -2.17355], [-2.14669, -0.12747, 3.97465], [-1.84809, -0.55927, 2.28315], [-2.00539, 1.14733, 2.77215], [-0.33479, 0.25433, 5.42775], [2.10921, 0.49053, 5.79165], [3.59351, 0.57683, 3.83265], [4.74611, 0.29243, 2.16315], [5.99041, 0.23443, 0.03645], [4.74671, 0.26553, -2.08975], [3.60381, 0.55003, -3.75645], [2.12681, 0.47353, -5.72205], [-0.32299, 0.27053, -5.36795], [-2.14399, -0.06357, -3.93175], [-1.98609, 1.19063, -2.71125], [-1.86829, -0.52237, -2.24365], [-2.63279, 0.86043, 0.03185], [-2.90559, 2.55943, 0.03295], [-4.20169, 3.03283, 0.03435], [-4.42639, 4.40843, 0.03615], [-3.36749, 5.29523, 0.03605], [-2.06249, 4.82173, 0.03475], [-0.75369, 5.91833, 0.03465], [-1.79879, 3.42843, 0.03375], [-0.16489, 2.89853, 0.03355], [-5.04049, 2.35463, 0.03405], [-5.43819, 4.78193, 0.03765], [-3.54179, 6.36033, 0.03725], [-3.29529, -4.26707, -0.44755], [-2.12899, -4.91837, -0.30855], [-2.04449, -6.12437, -0.31765], [-0.88419, -4.08647, -0.13825], [0.31981, -4.77607, 0.00065], [1.49161, -4.06007, 0.15885], [1.42401, -2.67587, 0.17575], [0.28041, -2.00587, 0.04755], [-0.84439, -2.69887, -0.10685], [-4.12559, -4.82857, -0.55615], [-3.39839, -3.27177, -0.43345], [0.31481, -5.85607, -0.01675], [2.43781, -4.56697, 0.26855], [2.33051, -2.10047, 0.29965], [-1.74149, -2.09947, -0.20495]], "atomic_forces_ev_per_a": [[4.32, 0.58, 0.03], [0.02, 0.00, 0.02], [-0.28, -0.05, 0.46], [0.26, -0.01, -0.13], [-0.25, -0.01, -0.19], [-0.15, -0.04, -0.34], [0.29, 0.08, 0.48], [-1.24, 0.36, -1.14], [0.44, 0.05, 0.33], [-0.36, 0.05, -0.19], [-0.30, 0.06, -0.04], [-0.31, 0.06, 0.21], [0.43, 0.03, -0.41], [-2.30, 0.05, 0.06], [0.29, 0.06, -0.45], [-0.12, -0.04, 0.35], [-0.28, -0.01, 0.15], [0.29, 0.00, 0.17], [-0.29, -0.04, -0.50], [0.04, 0.02, -0.03], [-1.19, 0.33, 1.11], [0.01, -0.04, 0.01], [-0.04, 0.03, 0.05], [-0.04, -0.03, -0.07], [-0.13, 0.00, 0.09], [0.08, 0.01, 0.10], [0.19, -0.01, -0.07], [-0.01, -0.02, 0.13], [0.05, -0.03, 0.00], [-0.02, -0.03, -0.11], [0.14, -0.02, 0.07], [0.07, 0.01, -0.08], [-0.12, 0.00, -0.08], [0.00, -0.05, -0.02], [-0.05, 0.00, 0.08], [-0.04, 0.01, -0.03], [0.74, -1.41, 0.01], [0.55, 2.03, 0.00], [-0.23, 0.14, 0.00], [0.06, -0.39, 0.00], [0.26, -0.14, 0.00], [-0.39, -0.98, 0.00], [0.31, 0.15, 0.00], [-1.33, 0.04, 0.00], [1.46, -1.81, 0.00], [-0.05, -0.13, 0.00], [-0.08, -0.01, 0.00], [0.02, 0.08, 0.00], [-0.55, 0.19, -0.07], [0.17, -0.24, 0.02], [0.10, -0.04, 0.01], [0.32, 0.11, 0.05], [-0.10, 0.18, -0.01], [-0.21, 0.16, -0.02], [0.34, -0.12, 0.05], [-0.40, 1.27, -0.03], [-0.33, -0.49, -0.04], [0.02, 0.02, 0.00], [0.01, 0.00, 0.01], [-0.10, -0.07, -0.02], [0.09, 0.05, 0.01], [0.00, 0.10, 0.00], [-0.07, -0.07, -0.01]], "lowdin_charge": [0.794, -0.039, -0.287, 0.024, 0.007, 0.028, -0.188, 0.088, -0.190, 0.039, 0.014, 0.041, -0.181, 0.081, -0.184, 0.027, 0.006, 0.024, -0.286, -0.038, 0.089, 0.097, 0.045, 0.080, 0.130, 0.131, 0.117, 0.120, 0.134, 0.120, 0.117, 0.132, 0.130, 0.097, 0.080, 0.039, 0.796, -0.637, -0.087, -0.048, -0.075, -0.693, 0.742, -0.709, 0.689, 0.116, 0.122, 0.122, 0.191, -0.502, 0.101, -0.082, 0.045, -0.002, -0.109, 0.009, -0.090, 0.132, 0.086, 0.138, 0.123, 0.103, 0.082], "max_force_ev_per_a": 4.361, "e_above_lowest_kcal_mol": 48.7, "homo_lumo_gap_ev": [5.6, 5.6], "total_charge": 2, "e_tot_ha": -2897.192484}

Entry 3:
{"formula": "C21H19IN5OsS2", "method": "ωB97M-V with the def2-TZVPD basis set", "species": ["Os", "C", "C", "N", "C", "S", "N", "N", "C", "C", "C", "C", "C", "C", "C", "N", "H", "H", "H", "H", "H", "H", "H", "H", "H", "H", "H", "H", "H", "I", "C", "C", "C", "C", "C", "C", "C", "C", "C", "C", "H", "H", "H", "H", "H", "H", "S", "C", "N"], "xyz": [[0.56708, 0.51768, -0.44935], [1.57752, 4.58570, 3.11683], [0.80619, 3.42481, 3.72417], [-0.33824, 3.03025, 2.90499], [-0.30779, 2.23232, 1.84075], [1.22702, 1.36914, 1.49532], [-1.37990, 2.13442, 1.10006], [-1.21766, 1.34080, 0.00456], [-2.19704, 1.22015, -0.84014], [-3.50547, 1.90906, -0.68590], [-1.93245, 0.30447, -1.95497], [-2.89824, -0.04227, -2.88908], [-2.57967, -0.94743, -3.88612], [-1.30500, -1.49083, -3.92260], [-0.39046, -1.10585, -2.96024], [-0.69329, -0.22618, -2.00693], [2.40072, 4.87064, 3.77123], [0.93142, 5.45305, 2.98110], [1.98421, 4.31580, 2.14126], [0.41444, 3.68504, 4.70642], [1.44802, 2.55570, 3.86093], [-1.19069, 3.56270, 3.00505], [-3.45760, 2.61906, 0.13198], [-4.29619, 1.18365, -0.48086], [-3.76090, 2.43425, -1.60711], [-3.88598, 0.39044, -2.82892], [-3.31900, -1.22921, -4.62294], [-1.01578, -2.20268, -4.68175], [0.61683, -1.50230, -2.94200], [3.06441, -0.20455, -1.16213], [2.84259, -2.13165, -0.41104], [3.87829, -3.01480, -0.39174], [3.65712, -4.30445, 0.13614], [2.42710, -4.64378, 0.61719], [1.34866, -3.72415, 0.59785], [0.07776, -4.07908, 1.11031], [-0.95115, -3.18660, 1.08415], [-0.75743, -1.90208, 0.53218], [0.46236, -1.49476, 0.04453], [1.54657, -2.42375, 0.06614], [4.85592, -2.74233, -0.76593], [4.47243, -5.01406, 0.15806], [2.25541, -5.63060, 1.02782], [-0.05968, -5.07198, 1.51932], [-1.92224, -3.45463, 1.47838], [-1.60473, -1.22809, 0.51108], [0.86456, 2.08116, -2.29077], [0.69552, 3.43719, -1.29553], [0.54447, 4.34064, -0.59176]], "atomic_forces_ev_per_a": [[0.30, 0.22, 0.16], [0.00, 0.00, -0.01], [0.04, 0.01, 0.00], [-0.02, -0.10, 0.02], [-0.02, 0.14, -0.05], [0.03, -0.09, -0.19], [-0.01, -0.02, 0.03], [-0.05, -0.15, 0.01], [0.02, 0.00, 0.02], [0.00, 0.01, 0.01], [-0.05, 0.02, 0.04], [-0.02, 0.00, 0.00], [0.01, 0.00, 0.01], [0.01, 0.01, 0.02], [0.02, -0.03, -0.07], [0.03, -0.14, -0.03], [0.01, 0.00, 0.01], [0.01, 0.00, 0.00], [-0.01, 0.01, 0.00], [-0.01, 0.00, 0.00], [-0.01, 0.00, 0.02], [0.00, 0.00, -0.01], [-0.01, 0.00, 0.00], [0.00, 0.00, 0.00], [0.00, 0.00, 0.00], [0.00, 0.00, 0.00], [0.00, 0.00, 0.00], [0.00, 0.00, 0.00], [-0.01, 0.00, 0.00], [0.08, -0.02, -0.05], [-0.03, -0.03, 0.03], [0.00, -0.01, 0.00], [0.01, 0.02, -0.01], [-0.02, 0.02, 0.00], [0.04, -0.05, 0.01], [-0.02, 0.00, 0.00], [0.02, 0.00, -0.02], [0.02, -0.09, 0.01], [-0.40, 0.15, 0.12], [0.07, 0.02, -0.03], [0.00, 0.00, 0.00], [0.00, 0.00, 0.00], [-0.01, 0.00, 0.01], [0.00, 0.00, 0.00], [0.00, 0.00, 0.00], [0.01, 0.00, 0.01], [0.10, 0.16, -0.02], [-0.09, -0.08, 0.00], [0.00, 0.02, 0.00]], "lowdin_charge": [0.746, -0.079, -0.258, 0.017, -0.677, 0.678, 0.036, -0.174, -0.245, 0.005, -0.227, 0.026, -0.013, -0.009, -0.099, -0.142, 0.081, 0.082, 0.057, 0.122, 0.084, 0.156, 0.078, 0.105, 0.102, 0.123, 0.124, 0.122, 0.112, 1.191, -0.591, -0.121, -0.055, -0.012, -0.154, -0.012, -0.053, -0.100, -0.311, -0.247, 0.107, 0.116, 0.122, 0.123, 0.113, 0.093, 0.553, -0.793, 0.099], "max_force_ev_per_a": 0.439, "e_above_lowest_kcal_mol": 0.0, "homo_lumo_gap_ev": 6.1, "total_charge": 1, "e_tot_ha": -2269.980962}

Entry 4:
{"formula": "C3H6NO2S", "method": "ωB97M-V with the def2-TZVPD basis set", "species": ["C", "C", "C", "N", "O", "O", "S", "H", "H", "H", "H", "H", "H"], "xyz": [[2.03852, 0.27049, -0.34679], [-1.86988, -0.59615, -0.45250], [0.54039, 2.03412, 0.42668], [1.35390, 1.21807, 0.16888], [-0.95493, -1.66989, -0.34882], [1.55971, -0.99197, -0.16304], [0.34384, -1.73369, 0.45946], [2.85327, 0.54120, -0.97624], [-1.27209, 0.27192, -0.41867], [-2.39736, -0.57035, -1.46803], [-2.50730, -0.43162, 0.37230], [0.36705, 2.23449, 1.46109], [-0.05512, -0.57662, 1.28569]], "atomic_forces_ev_per_a": [[-1.07, 2.70, 0.93], [-0.30, 1.69, -2.39], [-2.61, 1.32, 0.84], [2.20, -2.66, -1.68], [-0.62, -2.01, -0.78], [0.87, -2.36, -0.81], [-0.45, 3.09, 1.52], [0.71, -0.95, -0.24], [0.75, 1.46, -0.41], [0.75, -0.63, 1.66], [-1.04, -0.99, 1.01], [0.11, 1.08, 0.77], [0.69, -1.74, -0.41]], "lowdin_charge": [-0.159, -0.064, 0.121, -0.016, -0.414, -0.320, 1.233, 0.152, 0.036, 0.155, 0.096, 0.074, 0.106], "max_force_ev_per_a": 3.832, "e_above_lowest_kcal_mol": 141.4, "homo_lumo_gap_ev": 7.8, "total_charge": 1, "e_tot_ha": -720.845992}

- Number 1 is which compound?
  C26H58GaN4

- Which formula does entry 4 have?
  C3H6NO2S